No. 1
17
Properties=species:S:1:pos:R:3:forces:R:3:lowdin_charge:R:1 method="wB97M-V/def2-TZVPD" mol_weight_g_mol=89.1 e_tot_ha=-288.99167 smiles=CC[C@H](N)CO gap_ev=10.589 total_charge=0 spin_multiplicity=1
C 1.093 -1.644 -0.834 -0.1 0.2 -0.5 -0.114
C -0.024 -1.101 0.049 -0.3 -0.5 0.2 -0.235
C -0.388 0.367 -0.139 0.5 0.5 0.4 -0.386
N 0.770 1.295 -0.212 -0.3 -0.1 -0.4 0.040
C -1.289 0.851 1.003 0.4 -0.4 0.1 -0.265
O -1.479 2.240 0.952 -0.1 -0.1 -0.1 -0.073
H 1.127 -2.728 -0.768 0.1 -0.1 0.1 0.067
H 2.087 -1.250 -0.608 -0.1 0.0 0.2 0.064
H 0.904 -1.406 -1.888 0.0 0.0 0.1 0.076
H 0.199 -1.320 1.105 0.1 0.3 -0.2 0.113
H -0.938 -1.685 -0.134 0.1 0.1 -0.1 0.116
H -0.946 0.531 -1.064 0.0 -0.2 -0.1 0.144
H 0.955 1.496 -1.189 0.2 0.1 0.2 0.080
H 1.621 0.911 0.179 -0.1 -0.1 0.1 0.075
H -0.833 0.540 1.956 0.0 0.1 0.0 0.116
H -2.239 0.326 0.939 -0.3 0.2 0.0 0.119
H -0.618 2.577 0.653 -0.1 0.0 0.1 0.064

=====

No. 2
17
Properties=species:S:1:pos:R:3:forces:R:3:lowdin_charge:R:1 method="wB97M-V/def2-TZVPD" mol_weight_g_mol=89.1 e_tot_ha=-288.95565 smiles="C/C=C/CN.O" gap_ev=10.354 total_charge=0 spin_multiplicity=1
C -1.382 0.555 -1.725 1.0 -0.4 0.9 -0.084
C -0.335 0.590 -0.620 -0.8 -0.2 1.2 -0.181
C 0.534 -0.362 -0.280 0.4 -0.1 -1.0 -0.157
C 1.702 -0.238 0.665 -1.4 0.8 0.7 -0.269
N 1.606 0.992 1.491 0.5 -0.8 0.1 -0.013
H -1.510 1.610 -1.965 0.1 -0.3 -1.0 0.071
H -2.379 0.178 -1.503 0.0 -0.1 0.7 0.067
H -0.956 -0.145 -2.449 -0.3 0.7 -0.7 0.075
H -0.386 1.449 0.046 0.3 0.3 -0.3 0.100
H 0.445 -1.338 -0.761 0.3 0.1 -0.3 0.112
H 2.675 -0.271 0.183 0.0 -0.4 -0.6 0.105
H 1.602 -1.100 1.323 0.4 0.0 0.3 0.109
H 1.619 1.820 0.913 -0.1 0.1 -0.3 0.053
H 2.487 1.022 1.991 -0.1 0.2 0.3 0.060
O -2.015 -1.480 1.256 0.1 0.0 0.0 -0.061
H -2.426 -2.148 0.705 -0.1 -0.1 -0.1 0.030
H -1.278 -1.134 0.728 -0.2 0.1 0.2 -0.016

=====

No. 3
17
Properties=species:S:1:pos:R:3:forces:R:3:lowdin_charge:R:1 method="wB97M-V/def2-TZVPD" mol_weight_g_mol=89.1 e_tot_ha=-288.96242 smiles=C[C@H](N)[C@@H](C)O gap_ev=10.125 total_charge=0 spin_multiplicity=1
C 1.447 1.272 0.091 -0.1 -0.8 -2.9 -0.061
C 0.569 -0.028 0.254 3.1 1.7 1.4 -0.473
N 1.268 -1.211 -0.226 -0.7 -0.5 -1.0 0.034
C -0.729 0.095 -0.384 -2.9 0.1 1.1 -0.467
C -1.665 -0.948 0.171 -0.2 -1.5 -0.4 -0.064
O -1.433 1.350 -0.230 -0.9 0.1 2.6 -0.079
H 0.942 2.146 0.520 0.6 -0.2 0.2 0.063
H 2.498 1.030 0.383 -0.9 0.6 0.3 0.071
H 1.514 1.465 -1.076 -0.1 -0.2 2.2 0.110
H 0.457 -0.132 1.372 -0.1 -0.2 -0.9 0.151
H 1.383 -1.309 -1.272 0.1 0.5 1.9 0.112
H 2.107 -1.307 0.317 0.5 -0.3 -0.5 0.062
H -0.672 0.001 -1.427 0.4 -0.3 -1.7 0.132
H -2.648 -0.717 -0.268 0.0 -0.3 0.8 0.090
H -1.565 -1.003 1.271 -0.7 0.5 -0.3 0.091
H -1.427 -1.990 -0.105 0.1 0.5 -0.3 0.083
H -2.046 1.289 0.609 1.9 0.1 -2.4 0.145

=====

No. 4
17
Properties=species:S:1:pos:R:3:forces:R:3:lowdin_charge:R:1 method="wB97M-V/def2-TZVPD" mol_weight_g_mol=89.1 e_tot_ha=-288.92055 smiles="CC=O.CNC" gap_ev=9.447 total_charge=0 spin_multiplicity=1
C -0.161 -1.286 -1.919 2.6 1.5 -2.1 -0.056
C -0.824 -0.099 -1.368 0.1 1.7 -0.1 -0.363
O -0.439 1.065 -1.510 -1.0 -2.0 -0.2 0.009
H 0.720 -0.832 -2.480 -0.9 -0.9 0.2 0.113
H 0.302 -1.813 -1.117 -0.1 -0.9 0.7 0.062
H -0.750 -1.906 -2.583 -0.2 -0.1 0.2 0.083
H -1.627 -0.404 -0.722 -1.1 0.6 0.5 0.107
C 1.108 -0.833 1.854 0.4 0.5 -0.7 -0.139
N 0.329 0.031 0.948 -0.7 0.3 -0.2 -0.173
C -0.279 1.325 1.532 3.1 -2.7 0.0 -0.061
H 0.479 -1.096 2.669 -0.7 -0.5 0.7 0.052
H 1.957 -0.327 2.328 0.3 0.1 -0.2 0.066
H 1.505 -1.791 1.412 -0.6 1.1 0.0 0.088
H 0.636 0.066 -0.017 0.5 0.5 1.1 0.039
H -0.006 1.118 2.535 0.0 0.4 1.5 0.045
H 0.251 2.230 1.283 -0.1 0.2 -0.6 0.075
H -1.325 1.382 1.538 -1.5 0.1 -0.8 0.053

=====

No. 5
17
Properties=species:S:1:pos:R:3:forces:R:3:lowdin_charge:R:1 method="wB97M-V/def2-TZVPD" mol_weight_g_mol=89.1 e_tot_ha=-288.96806 smiles=CNC[C@@H](C)O gap_ev=9.773 total_charge=0 spin_multiplicity=1
C -0.076 0.066 2.585 0.5 -0.1 -0.7 -0.118
N -0.061 0.855 1.333 -0.6 -0.7 0.4 -0.112
C 0.717 0.281 0.224 0.1 0.3 0.3 -0.204
C -0.121 0.084 -1.030 0.5 0.9 0.0 -0.474
C 0.708 -0.105 -2.269 -0.3 -0.9 -0.7 -0.055
O -1.064 -0.960 -0.953 -0.5 -0.1 0.6 -0.025
H -1.047 -0.358 2.808 -0.3 -0.1 0.0 0.067
H 0.627 -0.766 2.468 -0.1 0.1 0.4 0.071
H 0.207 0.679 3.425 0.3 0.2 0.4 0.060
H -1.031 0.936 1.058 0.1 0.3 -0.2 0.080
H 1.233 -0.636 0.539 -0.2 -0.1 -0.2 0.119
H 1.502 1.003 -0.017 0.1 -0.1 -0.2 0.110
H -0.614 1.057 -1.206 -0.3 -0.2 0.3 0.143
H 0.072 0.124 -3.124 0.2 0.2 -0.2 0.081
H 1.020 -1.139 -2.442 0.0 0.0 0.4 0.087
H 1.591 0.514 -2.274 0.2 0.4 0.0 0.076
H -1.656 -0.785 -0.201 0.3 -0.2 -0.4 0.093

=====

No. 6
17
Properties=species:S:1:pos:R:3:forces:R:3:lowdin_charge:R:1 method="wB97M-V/def2-TZVPD" mol_weight_g_mol=89.1 e_tot_ha=-288.98138 smiles="C/C=C(/C)N.O" gap_ev=8.912 total_charge=0 spin_multiplicity=1
C -0.134 -1.311 -1.477 0.2 -0.6 -0.3 -0.126
C -0.433 -0.006 -0.809 -0.1 -0.2 0.0 -0.186
C 0.437 0.610 0.003 0.3 0.4 -0.5 -0.437
C 0.153 1.938 0.646 -0.4 0.6 -0.7 -0.044
N 1.687 0.082 0.287 -0.4 -0.4 0.2 0.107
H 0.067 -2.151 -0.792 0.1 0.3 0.0 0.074
H -0.952 -1.678 -2.101 -0.1 0.3 0.1 0.069
H 0.726 -1.227 -2.156 0.0 0.0 0.1 0.074
H -1.388 0.446 -1.048 0.1 0.2 0.2 0.104
H 1.060 2.437 1.009 -0.3 -0.3 0.3 0.076
H -0.638 1.827 1.390 0.5 0.1 0.4 0.078
H -0.279 2.635 -0.087 0.1 -0.3 0.0 0.083
H 1.925 -0.816 -0.093 0.1 0.1 -0.1 0.076
H 2.447 0.673 0.560 0.0 0.1 0.1 0.084
O -1.894 -1.397 1.630 0.5 0.4 0.1 -0.069
H -1.788 -0.633 1.044 -0.3 -0.2 -0.2 0.000
H -0.997 -1.430 1.993 -0.2 -0.3 0.1 0.036

=====

No. 7
17
Properties=species:S:1:pos:R:3:forces:R:3:lowdin_charge:R:1 method="wB97M-V/def2-TZVPD" mol_weight_g_mol=89.1 e_tot_ha=-288.98208 smiles=NCCCCO gap_ev=10.157 total_charge=0 spin_multiplicity=1
N -1.475 -0.743 1.591 -0.1 0.3 0.4 -0.010
C -1.409 -0.670 0.144 0.0 -0.1 -0.2 -0.305
C -0.739 0.609 -0.353 0.2 0.2 -0.1 -0.210
C 0.650 0.900 0.237 -0.3 -0.3 -0.1 -0.193
C 1.756 0.082 -0.430 -0.6 0.5 -0.2 -0.260
O 2.054 0.612 -1.724 0.0 0.1 0.0 -0.073
H -0.622 -1.050 2.037 0.0 -0.1 -0.1 0.060
H -2.239 -1.315 1.912 0.1 -0.1 0.0 0.060
H -2.440 -0.650 -0.210 0.0 -0.1 -0.1 0.108
H -0.943 -1.561 -0.302 0.0 0.1 -0.1 0.100
H -0.667 0.570 -1.446 0.1 0.0 0.0 0.108
H -1.389 1.456 -0.142 -0.1 0.0 0.2 0.105
H 0.852 1.968 0.142 0.2 -0.1 0.0 0.112
H 0.637 0.666 1.308 0.0 0.1 -0.1 0.099
H 2.663 0.127 0.168 0.1 -0.2 0.1 0.109
H 1.384 -0.938 -0.540 0.3 -0.2 0.2 0.111
H 1.925 -0.065 -2.391 0.0 0.0 0.1 0.078

=====

Calculated ΔE to the lowest compared entry with this formula, charge and spin (kJ/mol), listed in the same order as above: 66.5, 161.1, 143.3, 253.3, 128.5, 93.6, 91.7